Density functional theory data (the ωB97M-V functional and the def2-TZVPD basis) for a structure of composition C27H57AsF5IN5O6S.

XYZ file:
```
103
Properties=species:S:1:pos:R:3:forces:R:3
C -0.3604 5.6965 -4.6646 0.1 0.1 0.1
C -0.2061 4.1658 -4.7768 0.0 -0.2 0.0
C -0.2442 3.5116 -3.3911 0.0 0.1 0.1
C 1.0739 3.8512 -5.5627 -0.1 0.1 -0.1
C 1.3903 2.4056 -5.9530 0.0 0.0 0.0
C 2.5711 2.3853 -6.9303 0.0 0.1 0.0
C 1.7218 1.4919 -4.7716 0.1 -0.3 0.0
O 2.6441 2.1347 -3.9366 -0.1 -0.2 0.2
As 3.7759 1.4089 -2.6044 0.0 0.6 0.6
N 4.9341 0.5994 -1.3030 -0.1 0.1 -0.2
I 4.8449 -0.4198 -4.4334 0.2 -0.3 -0.3
C 5.0698 2.7783 -3.2937 -0.1 0.0 -0.1
C 4.5915 4.2255 -3.2096 0.0 0.1 0.0
C 4.3067 4.7516 -1.7953 -0.2 0.0 0.0
C 4.5653 6.2550 -1.6363 0.2 0.0 -0.1
S 3.0252 7.2188 -1.7694 -0.2 -0.1 0.0
C 3.3196 8.3842 -0.5268 -0.2 0.1 0.0
N 4.4186 8.8185 -0.0256 0.4 0.0 0.0
N 4.0651 9.7577 0.9448 0.5 0.0 0.1
C 2.7958 9.8125 0.9274 -0.3 0.3 0.3
O 2.2332 8.9804 0.0373 -0.4 -0.2 -0.4
C 2.2558 0.0532 -2.0900 0.1 -0.1 -0.1
F 1.9649 -0.8945 -3.0141 0.0 -0.1 -0.2
F 1.1187 0.7971 -1.9283 -0.1 0.2 0.0
C 2.3827 -0.7266 -0.7707 0.3 -0.3 0.6
F 1.1857 -1.3429 -0.4925 0.8 0.3 0.0
F 3.3174 -1.6982 -0.8386 -0.7 0.5 0.2
F 2.6568 0.0846 0.2781 -0.3 -0.6 -0.5
H 0.4672 6.2188 -5.1516 -0.1 0.0 0.0
H -0.3614 6.0170 -3.6190 0.0 0.0 -0.1
H -1.2887 6.0494 -5.1178 0.0 0.0 0.0
H -1.0594 3.7844 -5.3518 0.1 0.0 0.0
H -0.5287 2.4615 -3.4307 0.0 0.0 0.0
H -0.9700 4.0206 -2.7501 0.0 0.0 0.0
H 0.7388 3.5589 -2.9132 -0.1 0.0 0.0
H 1.0145 4.4262 -6.4960 0.0 0.0 0.0
H 1.9255 4.2565 -5.0038 0.0 0.0 0.0
H 0.5113 1.9679 -6.4468 0.0 0.1 0.0
H 3.5045 2.4800 -6.3693 0.0 0.0 -0.1
H 2.5250 3.2071 -7.6514 -0.1 0.0 0.0
H 2.6020 1.4493 -7.4905 0.1 0.0 0.1
H 0.8143 1.2069 -4.2364 0.0 0.1 0.0
H 2.1432 0.5624 -5.1785 0.0 0.0 0.0
H 3.1752 2.3111 -1.5203 -0.1 -0.1 0.0
H 5.2428 1.3391 -0.6781 0.0 0.0 0.0
H 5.7521 0.2249 -1.7709 0.0 0.0 0.0
H 6.0134 2.6444 -2.7557 -0.1 0.0 0.0
H 5.2251 2.5149 -4.3383 0.1 0.0 0.1
H 3.7007 4.3332 -3.8310 0.0 0.0 0.0
H 5.3626 4.8616 -3.6647 0.0 -0.1 0.0
H 3.2686 4.5411 -1.5297 0.1 -0.1 0.1
H 4.9084 4.2071 -1.0607 0.1 0.1 -0.1
H 5.0074 6.5083 -0.6750 -0.1 0.0 0.0
H 5.2405 6.6159 -2.4120 0.0 0.0 0.1
H 2.1531 10.4355 1.5255 0.0 0.0 0.0
C 1.8379 -4.9184 -0.1051 0.1 0.1 0.0
O 1.8215 -5.4083 1.2251 -0.1 0.0 0.0
C 1.3973 -4.4482 2.1825 0.1 0.1 0.0
C 0.1419 -4.9251 2.8772 0.0 0.0 0.0
N -0.9827 -4.9592 1.9576 0.1 -0.1 0.0
C -2.1904 -5.5659 2.4978 0.0 0.1 -0.1
C -2.1504 -7.0452 2.8565 0.0 0.0 0.1
O -1.9902 -7.9016 1.7406 0.0 0.0 0.0
C -0.6541 -8.1772 1.3691 0.0 0.0 0.0
H 2.2468 -5.7073 -0.7338 0.0 0.0 0.0
H 0.8348 -4.6598 -0.4614 0.0 0.0 0.0
H 2.4698 -4.0320 -0.1953 0.0 0.0 0.0
H 1.2253 -3.4817 1.7004 0.0 0.0 0.0
H 2.1913 -4.3250 2.9255 0.0 0.0 0.0
H -0.0944 -4.2385 3.6972 0.0 0.0 0.0
H 0.3661 -5.9058 3.3244 0.0 0.0 0.0
H -0.7025 -5.4482 1.1165 0.0 0.0 0.0
H -2.9899 -5.4243 1.7657 0.0 0.0 0.0
H -2.4819 -5.0120 3.3946 0.0 0.0 0.0
H -3.1133 -7.3015 3.3060 0.0 0.0 0.0
H -1.3756 -7.2608 3.6035 0.0 0.0 0.0
H 0.0081 -8.1841 2.2403 0.0 0.0 0.0
H -0.2593 -7.4565 0.6478 0.0 0.0 0.0
H -0.6399 -9.1653 0.9088 0.0 0.0 0.0
C -8.2970 -0.9969 4.5130 0.0 0.0 0.0
O -6.9412 -0.7463 4.2193 0.0 -0.1 0.0
C -6.1956 -0.1942 5.2963 0.0 0.1 0.1
C -5.1104 -1.1491 5.7369 0.0 -0.1 0.0
N -5.6875 -2.3423 6.3368 0.0 0.0 -0.1
C -4.7278 -3.3870 6.6658 0.0 0.0 0.1
C -3.9687 -4.0409 5.5182 0.1 0.0 0.0
O -4.7894 -4.7915 4.6435 -0.1 0.0 0.0
C -5.3539 -4.0687 3.5652 0.0 0.0 -0.1
H -8.7630 -1.3482 3.5942 0.0 0.0 0.0
H -8.4209 -1.7604 5.2896 0.0 0.0 0.0
H -8.8102 -0.0868 4.8420 0.0 0.0 0.0
H -6.8606 0.0335 6.1354 0.0 0.0 0.0
H -5.7394 0.7388 4.9547 0.0 0.0 0.0
H -4.4812 -0.6489 6.4796 0.0 0.0 0.0
H -4.4794 -1.3630 4.8628 0.0 0.0 0.0
H -6.3829 -2.7185 5.7039 0.0 0.0 0.0
H -5.2619 -4.1743 7.2033 0.0 0.0 0.0
H -3.9921 -2.9687 7.3614 0.0 0.0 0.0
H -3.2578 -4.7491 5.9535 0.0 0.0 0.0
H -3.3855 -3.3097 4.9445 0.0 0.0 0.0
H -4.7025 -3.2514 3.2429 0.0 0.0 0.0
H -6.3359 -3.6533 3.8110 0.0 0.0 0.0
H -5.4777 -4.7612 2.7328 0.0 0.0 0.0
```
Positions in Å, forces in eV/Å.

Properties
Kohn-Sham gap: 7.44 eV
energy: -142018.8817 eV
total charge: -1
E_HOMO: -5.372 eV
LUMO: 2.1 eV

Density functional theory data (the ωB97M-V functional and the def2-TZVPD basis) for a cluster of 2 separate species, C4H10N2OS in total.

XYZ file:
```
18
Properties=species:S:1:pos:R:3:forces:R:3
O 1.2611 1.8843 -0.6040 -0.1 0.0 0.2
C 0.7753 0.9206 -0.0214 0.3 0.4 -0.2
N -0.3689 1.0076 0.7060 0.2 -0.2 -0.2
C -1.1929 -0.1474 1.0637 -0.3 0.4 0.5
C -2.0665 -0.6946 -0.0718 0.0 -0.6 0.6
S -2.9766 0.6500 -0.8561 0.4 -0.1 -0.5
C 1.5508 -0.3947 0.0019 -0.2 0.0 0.0
N 2.7154 -0.3282 -0.8540 -0.2 0.1 -0.5
H -0.8970 1.8330 0.4502 -0.2 -0.1 -0.1
H -1.8531 0.1887 1.8782 0.1 0.0 -0.3
H -0.5359 -0.8764 1.5278 0.1 -0.4 -0.1
H -2.8001 -1.3980 0.3490 0.2 0.1 0.2
H -1.4287 -1.2863 -0.7550 -0.4 0.4 0.0
H -1.2553 0.4238 -1.9096 -0.2 0.4 -0.3
H 0.8804 -1.1893 -0.3359 0.0 0.0 0.2
H 1.8184 -0.5406 1.0514 -0.1 -0.3 0.1
H 2.8162 0.6306 -1.1792 0.1 -0.1 0.1
H 3.5576 -0.6830 -0.4413 0.1 0.1 0.2
```
Positions in Å, forces in eV/Å.

Properties
Kohn-Sham gap (spin up / spin down): 5.33 / 7.10 eV
<S²>: 0.756
energy: -20172.0820 eV
multiplicity: 2
total charge: -1
E_HOMO (spin up / spin down): -1.582 / -3.422 eV
LUMO (spin up / spin down): 3.8 / 3.7 eV